Here is a molecular structure, C4H14ClMgO3 from OMol25. Energies are from wB97M-V/def2-TZVPD.

The value obtained for the HOMO-LUMO gap is 3.69 eV. The value obtained for the energy above the lowest of the compared OMol25 structures with the same formula, charge and spin is 13.8 kcal/mol. The net charge is +1. The value obtained for the LUMO energy is -8.81 eV. The value obtained for the maximum force is 2.5 eV/Å.

XYZ file:
```
23
Properties=species:S:1:pos:R:3:forces:R:3
Mg -9.44237 -19.32243 -1.04144 -0.850 1.934 -0.515
Cl -10.39564 -17.25764 -1.58868 0.992 -2.214 0.536
O -10.57239 -14.69888 -3.79933 0.029 -0.118 -0.009
H -11.47280 -14.90890 -4.06839 0.015 0.025 -0.039
H -10.43493 -15.18104 -2.97859 -0.032 0.226 -0.070
C -14.15726 -13.48877 -1.34174 1.106 0.990 0.208
C -13.61785 -14.85291 -0.95895 -0.138 0.969 0.984
O -12.24330 -14.72193 -0.53135 -0.331 -0.376 -0.551
H -15.08795 -13.52656 -1.89862 -0.020 0.067 -0.010
H -13.38358 -12.89129 -1.83995 -0.187 -0.539 -0.816
H -14.23800 -12.83382 -0.46772 -0.635 -0.510 0.276
H -13.71383 -15.58026 -1.76471 -0.034 -0.056 0.003
H -14.18591 -15.14202 -0.06914 -0.082 -0.629 -0.285
H -11.80604 -15.48631 -0.91278 0.204 0.165 0.284
C -14.43395 -18.46360 -5.13403 0.110 0.526 -0.575
C -13.51702 -18.28219 -3.95864 0.335 -1.031 0.277
O -12.16182 -18.27502 -4.44608 -0.222 0.285 0.046
H -14.19465 -19.34616 -5.72462 0.039 -0.146 0.213
H -14.27795 -17.60885 -5.79729 -0.148 -0.017 -0.043
H -15.48716 -18.48300 -4.86204 0.028 -0.046 0.171
H -13.57544 -19.14199 -3.27548 -0.396 0.145 0.067
H -13.77436 -17.38129 -3.39365 0.175 0.110 -0.098
H -11.58579 -18.23590 -3.67909 0.042 0.240 -0.056
```
Positions in Å, forces in eV/Å.